Below is a structure of composition C9H27ClCrI2OP3 in a non-equilibrium geometry, with properties calculated with ωB97M-V with the def2-TZVPD basis set.

Geometry as XYZ:
```
44
Properties=species:S:1:pos:R:3
I 0.056 0.035 -4.478
I -0.095 2.791 -1.509
Cr -0.038 0.263 -1.924
P -2.435 0.162 -1.471
C -3.004 1.350 -0.220
C -3.456 0.409 -2.941
H -4.492 0.155 -2.667
H -4.065 -1.421 -0.675
H -3.087 -0.245 -3.742
H -2.666 -2.234 -1.457
H -2.804 2.374 -0.563
H -3.388 1.455 -3.265
C -2.974 -1.428 -0.783
H -4.082 1.198 -0.061
H -2.495 -1.593 0.189
H -2.435 1.175 0.703
P 2.421 0.190 -1.464
C 2.996 1.369 -0.203
C 3.031 -1.394 -0.805
H 3.095 -0.186 -3.749
H 4.491 0.259 -2.693
H 3.337 1.517 -3.270
C 3.442 0.474 -2.944
H 2.659 -2.212 -1.429
H 4.126 -1.394 -0.803
H 4.086 1.273 -0.096
H 2.490 1.149 0.749
H 2.655 -1.544 0.213
H 2.726 2.386 -0.514
Cl 0.026 -1.975 -1.609
C -0.210 1.283 3.658
P -0.026 -0.155 2.575
C 1.521 -0.968 3.046
C -1.336 -1.338 2.959
O -0.024 0.244 1.118
H -1.103 1.845 3.366
H 0.672 1.930 3.549
H -0.303 0.972 4.707
H 1.462 -1.328 4.082
H 1.677 -1.816 2.369
H 2.364 -0.268 2.946
H -2.274 -1.028 2.483
H -1.054 -2.328 2.578
H -1.487 -1.405 4.045
```

The HOMO energy (alpha / beta) comes out at -15.433 / -15.645 eV. The expectation value of S² is 3.877. For the gap between HOMO and LUMO (alpha / beta), the calculation gives 5.30 / 4.34 eV. As for the spin multiplicity: 4. The value obtained for the energy above the lowest of the compared OMol25 structures with the same formula, charge and spin is 0.0 kcal per mole. Its net charge is +2. The value obtained for the molar mass is 585.5 u.

=====

Below is a cluster of 5 separate species, C9H27N3O14P2 in total in a non-equilibrium geometry, with properties calculated with ωB97M-V with the def2-TZVPD basis set.

Geometry as XYZ:
```
55
Properties=species:S:1:pos:R:3
C -2.291 3.677 -5.371
O -1.507 3.479 -4.207
P -0.315 2.412 -4.174
O -0.642 0.986 -4.275
O 0.698 2.929 -5.280
C 1.838 2.195 -5.707
O 0.431 2.834 -2.826
C -0.201 2.662 -1.545
H -3.342 3.480 -5.152
H -2.001 3.000 -6.180
H -2.212 4.696 -5.752
H 1.958 1.303 -5.092
H 2.742 2.801 -5.682
H 1.689 1.899 -6.747
H 0.637 2.563 -0.857
H -0.897 1.824 -1.535
H -0.744 3.573 -1.279
C 0.527 -4.256 0.935
O 0.447 -4.110 2.352
P -0.739 -3.224 2.984
O -2.106 -3.502 2.568
O -0.443 -3.374 4.545
C -0.708 -4.577 5.271
O -0.247 -1.743 2.704
C -0.577 -0.635 3.539
H 1.528 -3.986 0.613
H -0.221 -3.681 0.385
H 0.312 -5.293 0.672
H -1.490 -5.140 4.761
H -1.063 -4.279 6.258
H 0.213 -5.142 5.410
H -1.336 -0.879 4.287
H -0.993 0.167 2.935
H 0.333 -0.331 4.058
C 1.306 -0.166 0.363
N 1.615 0.888 1.341
O 2.767 1.027 1.666
O 0.701 1.583 1.737
H 2.109 -0.288 -0.355
H 0.346 0.042 -0.099
H 1.203 -1.121 0.877
C -1.826 -2.370 -3.649
N -0.787 -1.745 -2.786
O 0.358 -2.160 -2.852
O -1.148 -0.956 -1.937
H -1.637 -3.431 -3.770
H -1.915 -1.706 -4.502
H -2.724 -2.368 -3.031
C 0.839 2.994 4.974
N 2.298 2.803 4.791
O 2.888 3.673 4.201
O 2.802 1.820 5.287
H 0.359 2.125 5.410
H 0.409 3.232 4.007
H 0.759 3.794 5.709
```

The HOMO energy comes out at -10.643 eV. The SMILES is COP(=O)(OC)OC.COP(=O)(OC)OC.C[N+](=O)[O-].C[N+](=O)[O-].C[N+](=O)[O-]. For the gap between HOMO and LUMO, the calculation gives 10.93 eV. The value obtained for the molar mass is 463.3 u.

=====

Below is a cluster of 9 separate species, C9H27N9O18 in total in a non-equilibrium geometry, with properties calculated with ωB97M-V with the def2-TZVPD basis set.

Geometry as XYZ:
```
63
Properties=species:S:1:pos:R:3
C -11.224 -6.664 11.033
N -12.192 -7.590 10.290
O -13.062 -7.251 9.560
O -11.922 -8.723 10.582
H -10.354 -6.744 10.381
H -10.975 -7.017 12.034
H -11.602 -5.642 11.020
C -18.876 -4.618 11.126
N -20.164 -3.850 11.319
O -21.146 -4.175 10.622
O -20.214 -3.078 12.265
H -18.086 -3.918 11.399
H -18.892 -4.781 10.049
H -18.902 -5.390 11.895
C -10.414 -3.306 6.231
N -10.897 -4.049 7.496
O -12.053 -4.335 7.592
O -10.051 -4.261 8.344
H -10.690 -3.901 5.361
H -9.337 -3.137 6.254
H -10.911 -2.336 6.217
C -10.241 -2.945 12.002
N -11.573 -2.254 11.798
O -11.802 -1.803 10.672
O -12.315 -2.125 12.723
H -10.060 -3.129 13.061
H -9.551 -2.242 11.535
H -10.238 -3.900 11.476
C -18.965 -7.546 8.761
N -19.075 -8.258 7.501
O -19.901 -9.196 7.543
O -18.294 -7.979 6.618
H -18.827 -6.476 8.605
H -18.044 -7.898 9.225
H -19.817 -7.741 9.411
C -14.801 -2.386 5.096
N -16.093 -1.663 5.442
O -15.943 -0.493 5.879
O -17.159 -2.214 5.180
H -14.354 -1.789 4.300
H -15.141 -3.297 4.604
H -14.108 -2.530 5.925
C -16.023 -1.036 12.993
N -16.496 -2.148 13.841
O -16.339 -3.312 13.392
O -17.140 -1.842 14.829
H -15.112 -1.435 12.548
H -15.751 -0.143 13.556
H -16.774 -0.742 12.259
C -14.507 -4.256 9.863
N -15.615 -4.370 8.881
O -15.385 -4.218 7.695
O -16.698 -4.914 9.188
H -13.971 -5.198 9.980
H -14.929 -3.835 10.775
H -13.826 -3.504 9.466
C -14.975 -6.406 14.431
N -14.354 -7.217 13.360
O -14.020 -6.567 12.315
O -14.125 -8.413 13.559
H -16.022 -6.705 14.399
H -14.745 -5.362 14.218
H -14.610 -6.825 15.369
```

The HOMO energy comes out at -10.779 eV. The SMILES is C[N+](=O)[O-].C[N+](=O)[O-].C[N+](=O)[O-].C[N+](=O)[O-].C[N+](=O)[O-].C[N+](=O)[O-].C[N+](=O)[O-].C[N+](=O)[O-].C[N+](=O)[O-]. For the gap between HOMO and LUMO, the calculation gives 10.22 eV. The value obtained for the energy above the lowest of the compared OMol25 structures with the same formula, charge and spin is 45.4 kcal per mole. The value obtained for the molar mass is 549.4 u.

=====

What is the molar mass in the second record?
463.3 u

=====

Which of these has the highest molar mass?
C9H27ClCrI2OP3

=====

Among the records above, which one has the lowest molar mass?
C9H27N3O14P2